Formula: C5H7ClFNO
Source: the OMol25 dataset
Level of theory: wB97M-V/def2-TZVPD

Computed properties:
Charge: 0
Energy above the lowest of the compared OMol25 structures with the same formula, charge and spin, kcal/mol: 0.0

Atoms and positions in Å:
1 H 2.15904 -1.09793 -2.05148
2 H 2.41338 -1.87145 -0.57393
3 N 0.13675 0.36527 -0.86830
4 C 2.03628 -1.00026 -0.99046
5 H -1.43905 1.70517 -1.27549
6 H -3.11388 0.78727 0.15300
7 C 0.54761 -0.89839 -0.65307
8 H 0.95909 0.98450 -1.14549
9 Cl -0.18911 2.09143 2.51725
10 H -2.00008 -0.57449 0.65681
11 C -0.94883 0.56099 2.74194
12 H 2.62782 -0.16576 -0.64009
13 C -2.12069 0.38536 0.12573
14 F 0.08731 -0.33505 2.73510
15 C -1.15313 0.87212 -0.65146
16 O -0.00250 -1.80877 -0.08006

Formula: C5H7ClIN2
Source: the OMol25 dataset
Level of theory: wB97M-V/def2-TZVPD

Computed properties:
Charge: +1
Energy above the lowest of the compared OMol25 structures with the same formula, charge and spin, kcal/mol: 44.7
SMILES: [NH3+]\C=N/C=C\C(Cl)=C/I

Atoms and positions in Å:
1 C 0.44877 -1.45176 0.67356
2 N -0.90586 -0.98609 1.24327
3 Cl -1.57307 1.99411 0.40191
4 H -1.86080 -1.14278 0.70773
5 H -1.06775 -0.02691 1.65414
6 C 0.89862 1.47383 -0.30653
7 H -1.79899 0.22251 -1.97310
8 N 1.36515 -0.75037 0.32497
9 C 1.75293 0.54059 0.14967
10 C -0.83312 0.28725 -1.57291
11 C -0.44939 1.14364 -0.68359
12 H -0.94189 -1.76136 1.99689
13 H 2.78118 0.64744 0.38615
14 I 0.50730 -0.28338 -3.09408
15 H 0.48947 -2.50582 0.53716
16 H 1.18745 2.59911 -0.44525

Formula: C5H7ClN2
Source: the OMol25 dataset
Level of theory: wB97M-V/def2-TZVPD

Computed properties:
Charge: 0
Energy above the lowest of the compared OMol25 structures with the same formula, charge and spin, kcal/mol: 62.4
SMILES: C=N/C=C\C=C(\N)Cl

Atoms and positions in Å:
1 C -1.39449 0.18396 0.55395
2 H -2.06787 -2.67733 -0.91798
3 C -0.37283 1.08992 0.74172
4 C 1.78016 -0.02892 0.05918
5 C -2.20005 -1.83982 -0.14549
6 Cl 1.37683 -1.68538 0.42685
7 N 3.06780 0.13582 -0.43871
8 C 1.01224 1.07900 0.36078
9 H -2.37866 0.33046 1.02696
10 N -1.36303 -0.89765 -0.29954
11 H -0.87168 2.01458 1.19586
12 H 3.61201 -0.67662 -0.43224
13 H -2.87591 -1.94331 0.76115
14 H 1.56775 1.97536 0.29358
15 H 3.78849 0.89316 -0.17112

Formula: C5H7ClN2
Source: the OMol25 dataset
Level of theory: wB97M-V/def2-TZVPD

Computed properties:
Charge: 0
Energy above the lowest of the compared OMol25 structures with the same formula, charge and spin, kcal/mol: 60.1
SMILES: Nc1c[nH]c(CCl)c1

Atoms and positions in Å:
1 H 1.43222 2.29296 -0.51985
2 C -2.34818 -0.60846 0.51900
3 H -1.01059 1.95887 0.63462
4 H 0.21716 -1.75956 -0.17237
5 N -0.49328 1.19407 0.30686
6 H 3.55322 0.14080 -0.41553
7 C 0.29868 -0.72623 0.05805
8 H 2.85151 -1.11629 -1.17083
9 C 1.37839 0.00146 -0.17573
10 C -0.93309 -0.08549 0.47059
11 C 0.85335 1.36346 -0.03426
12 N 2.61478 -0.40247 -0.54503
13 H -2.42696 -1.68671 0.08439
14 Cl -3.40619 0.22511 -0.66307
15 H -2.58103 -0.79154 1.62317

Formula: C5H7ClN4O4
Source: the OMol25 dataset
Level of theory: wB97M-V/def2-TZVPD

Computed properties:
Charge: 0
Energy above the lowest of the compared OMol25 structures with the same formula, charge and spin, kcal/mol: 15.5
SMILES: COC(=N/[N+]([O-])=C\Cl)/C(=C\N)[N+](=O)[O-]

Atoms and positions in Å:
1 H -0.54696 3.30257 -0.67941
2 C 0.93345 -0.14704 0.61474
3 H -0.16580 -2.48613 -2.41455
4 H -0.73245 -3.59359 -1.06469
5 O 0.04309 -1.93323 -0.54603
6 H -1.43280 0.51914 1.64227
7 N -1.03124 -0.08724 -0.86535
8 C -0.66683 -2.63549 -1.50904
9 O 3.06417 0.02395 1.35311
10 O 2.80065 -1.08802 -0.43023
11 N -1.25726 1.22796 -0.57278
12 N 2.31890 -0.47706 0.47301
13 C 0.55674 0.75052 1.58498
14 C -0.36656 2.19229 -0.80233
15 H 1.26850 1.31720 1.97487
16 H -0.99600 1.75764 2.61143
17 N -0.70159 0.97246 2.05882
18 H -1.73707 -2.18533 -1.51075
19 Cl 1.07102 1.69201 -1.56352
20 O -2.32160 1.59375 -0.06543
21 C -0.10034 -0.71638 -0.28913

Formula: C5H7ClNO4
Source: the OMol25 dataset
Level of theory: wB97M-V/def2-TZVPD

Computed properties:
Charge: -1
Energy above the lowest of the compared OMol25 structures with the same formula, charge and spin, kcal/mol: 67.3

Atoms and positions in Å:
1 H 1.84019 -0.39565 2.02947
2 C -0.78106 -0.50648 -1.08981
3 H 2.96609 0.30458 -0.04741
4 O -1.94977 0.28851 1.78451
5 C 1.90253 0.26381 -0.10992
6 C -2.97351 0.53412 1.26364
7 C 1.22237 -0.35761 1.13362
8 O -0.77214 1.73479 -1.09370
9 O -2.60729 0.66340 -0.48411
10 N -1.34834 0.65048 -0.86503
11 H 1.89951 -1.48431 -1.55115
12 Cl -1.26513 -2.06450 -0.67364
13 H 1.67919 1.31869 -0.05215
14 H 0.17267 0.06687 1.27992
15 H 1.00128 -1.40985 0.95992
16 C 1.47909 -0.43959 -1.41616
17 H 1.67276 0.14508 -2.30493
18 O -4.13843 0.68764 1.23693